No. 1
The following is a DFT calculation (wB97M-V/def2-TZVPD) of a structure of composition C16H36CuO8 at a distorted geometry.

Computed properties:
energy relative to the best compared isomer or geometry (same formula, charge and spin): 0.00 kJ/mol
multiplicity: 1
electronic energy: -78184.321 eV
F_max: 0.050 hartree/bohr
Kohn-Sham gap: 3.4 eV
total charge: -3

Atoms and positions in Å:
Cu  -5.582  -0.376  -17.904
O  -5.909  -0.019  -13.650
O  -6.506  -0.274  -15.773
O  -6.908  1.874  -18.383
O  -7.893  3.780  -19.075
O  -8.475  -3.942  -18.838
O  -4.267  -2.594  -17.939
O  -5.479  -0.989  -20.374
O  -3.446  0.601  -18.369
C  -3.563  0.133  -14.310
C  -2.726  1.437  -17.607
C  -2.088  2.611  -18.382
C  -6.703  -0.526  -14.620
C  -3.336  -3.061  -17.101
C  -6.719  4.302  -19.679
C  -9.256  2.075  -18.171
C  -9.430  -1.799  -18.266
C  -6.029  1.053  -21.462
C  -9.208  -3.267  -17.926
C  -3.340  -4.582  -16.785
C  -6.465  -0.388  -21.083
C  -5.819  4.944  -18.636
C  -7.890  2.530  -18.559
C  -7.770  -1.446  -14.104
C  -4.862  0.874  -14.012
H  -7.030  5.050  -20.410
H  -5.114  0.956  -22.050
H  -3.092  -0.167  -13.370
H  -5.363  4.197  -17.982
H  -2.571  -4.835  -16.038
H  -1.382  2.316  -19.161
H  -6.601  -0.881  -22.081
H  -1.546  3.217  -17.631
H  -4.717  1.509  -13.136
H  -2.839  3.281  -18.817
H  -8.632  -3.284  -16.959
H  -4.305  -5.053  -16.560
H  -9.754  2.794  -17.522
H  -9.783  1.855  -19.103
H  -5.007  5.462  -19.150
H  -7.425  -0.359  -20.519
H  -6.096  3.584  -20.213
H  -8.390  -0.894  -13.399
H  -3.341  -2.548  -16.102
H  -7.296  -2.315  -13.649
H  -10.231  -1.412  -17.606
H  -10.146  -3.862  -17.758
H  -3.747  -0.701  -14.987
H  -6.342  5.604  -17.938
H  -2.859  0.810  -14.798
H  -3.067  -5.125  -17.703
H  -9.172  1.107  -17.680
H  -1.888  0.875  -17.109
H  -6.799  1.462  -22.154
H  -5.890  1.692  -20.594
H  -3.258  1.897  -16.725
H  -8.475  -1.245  -18.132
H  -2.322  -2.924  -17.563
H  -8.308  -1.806  -14.980
H  -9.749  -1.643  -19.301
H  -5.079  1.496  -14.882



No. 2
The following is a DFT calculation (wB97M-V/def2-TZVPD) of a structure of composition C5H8FNO at a distorted geometry.

Computed properties:
energy relative to the best compared isomer or geometry (same formula, charge and spin): 226.75 kJ/mol
multiplicity: 1
electronic energy: -11568.070 eV
F_max: 0.044 hartree/bohr
Kohn-Sham gap: 9.6 eV

Atoms and positions in Å:
F  -1.789  -1.612  0.130
O  2.171  -0.737  0.099
N  -0.993  0.936  0.840
C  -0.027  -0.158  1.099
C  1.085  0.169  0.070
C  -1.094  0.911  -0.649
C  -0.498  -1.270  0.122
C  -0.064  -0.230  -0.888
H  0.134  -2.155  0.221
H  -2.085  0.612  -0.944
H  -0.538  1.788  1.198
H  1.407  1.202  0.109
H  0.091  -0.553  -1.909
H  0.197  -0.320  2.190
H  2.810  -0.435  -0.595
H  -0.809  1.853  -1.092



No. 3
The following is a DFT calculation (wB97M-V/def2-TZVPD) of a structure of composition C4H7NO at a distorted geometry.

Computed properties:
energy relative to the best compared isomer or geometry (same formula, charge and spin): 212.01 kJ/mol
multiplicity: 1
electronic energy: -7797.447 eV
F_max: 0.066 hartree/bohr
Kohn-Sham gap: 10.5 eV

Atoms and positions in Å:
O  1.690  0.970  -1.388
N  0.414  1.187  0.660
C  -0.731  -0.841  0.437
C  1.008  0.477  -0.538
C  -0.859  0.650  0.219
C  0.654  -0.996  -0.224
H  0.657  -1.696  -1.063
H  0.402  2.205  0.566
H  -1.773  1.190  0.487
H  1.446  -1.274  0.479
H  -0.743  -1.175  1.478
H  -1.539  -1.326  -0.113
H  -0.626  0.629  -1.000



No. 4
The following is a DFT calculation (wB97M-V/def2-TZVPD) of a cluster of 2 separate species, C7H9N5S in total at a distorted geometry.

Computed properties:
SMILES: Sc1nnnn1-c1ccccc1.N
energy relative to the best compared isomer or geometry (same formula, charge and spin): 81.08 kJ/mol
multiplicity: 1
electronic energy: -25688.579 eV
F_max: 0.073 hartree/bohr
Kohn-Sham gap: 9.9 eV

Atoms and positions in Å:
S  -2.893  -0.814  1.246
N  -4.130  1.513  0.680
N  -3.719  2.704  0.216
N  2.085  -2.795  -1.530
N  -2.477  2.723  -0.007
N  -1.975  1.595  0.373
C  0.028  0.606  1.207
C  -0.577  1.234  0.143
C  -3.020  0.825  0.740
C  1.975  0.348  -0.115
C  1.428  1.076  -1.167
C  1.280  0.121  1.073
C  0.117  1.548  -1.018
H  3.010  -0.075  -0.163
H  3.008  -2.904  -1.280
H  1.852  -2.030  -2.164
H  -4.105  -0.713  2.006
H  1.952  1.177  -2.113
H  -0.466  0.460  2.118
H  1.666  -2.578  -0.687
H  -0.367  2.070  -1.900
H  1.729  -0.451  1.759



No. 5
The following is a DFT calculation (wB97M-V/def2-TZVPD) of the molecule C5H8N2 at a distorted geometry.

Computed properties:
SMILES: Cc1ccn(C)n1
energy relative to the best compared isomer or geometry (same formula, charge and spin): 80.07 kJ/mol
multiplicity: 1
electronic energy: -8294.167 eV
F_max: 0.022 hartree/bohr
Kohn-Sham gap: 10.0 eV

Atoms and positions in Å:
N  0.015  -0.744  0.513
N  1.064  0.040  0.215
C  2.397  -0.504  0.299
C  0.717  1.134  -0.503
C  -0.640  1.046  -0.695
C  -1.031  -0.124  -0.014
C  -2.444  -0.513  0.284
H  2.575  -1.201  -0.529
H  1.427  1.928  -0.690
H  2.505  -1.032  1.245
H  -1.263  1.433  -1.475
H  -2.668  -1.550  0.027
H  -2.644  -0.375  1.353
H  -3.127  0.149  -0.256
H  3.118  0.313  0.228



No. 6
The following is a DFT calculation (wB97M-V/def2-TZVPD) of the molecule C3H4N2 at a distorted geometry.

Computed properties:
SMILES: [H]/N=C\C=C=N
energy relative to the best compared isomer or geometry (same formula, charge and spin): 369.18 kJ/mol
multiplicity: 1
electronic energy: -6152.074 eV
F_max: 0.039 hartree/bohr
Kohn-Sham gap (spin up / spin down): 8.5 / 8.5 eV

Atoms and positions in Å:
N  1.034  0.597  -1.621
N  -1.024  1.126  0.653
C  0.147  -0.826  0.286
C  0.532  0.079  -0.662
C  -0.759  -0.109  1.085
H  0.590  -1.797  0.462
H  -1.416  1.158  -0.288
H  -0.948  -0.372  2.130
H  1.844  0.145  -2.046